ORCA calculation (ωB97M-V with the def2-TZVPD basis set) on a cluster of 7 separate species, C44H61BF3N2O21 in total.

The geometry in XYZ format:
```
132
Properties=species:S:1:pos:R:3:forces:R:3
O 1.678 -4.792 -2.503 -0.024 0.367 0.734
N 1.219 -4.207 -1.589 0.480 -1.242 -0.828
O 0.734 -2.986 -2.008 -1.145 0.793 0.572
C -0.229 -2.525 -1.072 -2.045 1.137 1.839
C -1.595 -2.305 -1.609 0.296 0.017 1.097
C -1.806 -2.557 -3.150 1.164 0.465 0.295
C -1.559 -4.071 -3.572 -0.477 -0.184 -0.014
C -2.900 -4.816 -3.842 2.030 -0.066 1.083
F -3.468 -4.662 -5.085 -0.034 0.180 1.664
C -3.437 -5.539 -2.835 -0.793 0.607 -1.145
F -2.730 -6.030 -1.786 -1.599 0.951 -1.234
F -4.781 -5.772 -2.832 1.789 -0.690 0.468
C -2.704 -1.865 -0.728 2.419 -0.284 1.288
B -4.204 -1.654 -1.257 -1.015 0.205 -0.264
O -5.317 -2.321 -0.734 1.331 0.459 -1.120
O -4.454 -0.774 -2.348 0.078 -0.034 1.175
C -2.352 -1.647 0.673 1.582 -0.263 -0.945
C -0.976 -1.846 1.200 -0.620 0.281 -2.044
C 0.123 -2.282 0.350 -1.679 0.531 -0.916
C 1.543 -2.484 0.970 -1.295 -0.573 1.292
O 2.446 -1.370 0.775 -0.036 -0.998 -1.677
C 2.935 -1.421 -0.534 0.947 0.504 -3.288
C 3.843 -2.477 -0.984 -0.193 0.609 -0.210
C 4.358 -2.611 -2.339 -1.788 1.916 0.581
C 3.935 -1.638 -3.346 -0.626 -0.084 2.544
C 3.037 -0.544 -2.931 0.905 -1.896 0.884
C 2.532 -0.431 -1.552 1.270 -1.249 -0.717
C -1.046 -1.524 2.734 -0.780 -1.034 -1.610
O -0.222 -1.147 3.509 -0.247 -0.210 -0.423
N -2.455 -1.803 2.997 -0.141 1.320 1.119
C -2.639 -3.255 3.131 -2.122 -4.887 -0.538
O -1.906 -3.906 3.897 0.871 1.918 0.178
O -3.543 -3.870 2.437 1.221 3.310 0.568
C -3.221 -1.206 1.904 1.531 -2.005 -1.185
O -4.201 -0.533 1.989 0.395 -0.250 -0.139
H -0.982 -1.960 -3.645 -0.925 -0.551 0.412
H -2.764 -2.128 -3.531 0.677 -0.517 0.535
H -1.059 -4.572 -2.706 -0.571 0.246 -0.933
H -0.841 -4.100 -4.429 -0.793 -0.153 0.569
H -6.052 -2.148 -1.354 0.330 0.039 0.576
H -4.435 0.164 -2.059 0.281 -0.478 -0.479
H 1.392 -2.560 2.086 0.171 0.220 -1.197
H 1.950 -3.474 0.646 -0.019 1.046 0.025
H 4.152 -3.237 -0.219 -0.302 0.773 -0.782
H 5.031 -3.466 -2.577 -0.636 0.914 0.156
H 4.311 -1.773 -4.382 -0.450 0.441 0.870
H 2.741 0.165 -3.743 0.109 -0.515 1.116
H 1.841 0.416 -1.329 0.655 -0.953 0.053
O 7.557 -0.408 -4.018 -0.109 -0.176 0.378
C 8.016 -0.329 -2.905 0.082 0.379 -0.350
O 7.337 -0.836 -1.863 -0.268 -0.430 -0.166
C 7.869 -0.960 -0.540 0.059 0.185 0.209
C 7.702 0.327 0.240 -0.058 0.250 -0.063
C 9.302 0.412 -2.651 0.434 -0.535 0.042
H 8.906 -1.305 -0.565 0.008 0.128 -0.067
H 7.293 -1.750 -0.055 -0.094 0.018 -0.257
H 8.253 1.149 -0.221 0.127 -0.102 0.051
H 8.059 0.204 1.264 -0.003 -0.007 -0.040
H 6.651 0.621 0.265 0.002 -0.158 0.043
H 9.090 1.478 -2.567 0.001 -0.079 0.056
H 9.969 0.244 -3.496 -0.208 0.149 -0.110
H 9.836 0.077 -1.768 -0.128 0.244 0.088
O -3.832 2.486 -2.354 -0.419 -0.203 0.115
C -4.799 3.206 -2.360 0.227 0.118 -0.277
O -6.003 2.709 -2.040 0.120 -0.377 0.336
C -7.174 3.512 -1.838 -0.288 0.111 -0.193
C -7.868 3.806 -3.150 0.115 -0.263 -0.110
C -4.690 4.639 -2.810 0.033 0.433 0.473
H -6.934 4.418 -1.277 0.085 -0.005 -0.105
H -7.838 2.924 -1.202 0.258 -0.132 0.004
H -7.231 4.379 -3.819 -0.034 0.042 0.161
H -8.786 4.369 -2.982 0.084 0.015 -0.024
H -8.114 2.874 -3.666 -0.037 -0.048 0.169
H -4.738 4.676 -3.899 -0.052 0.004 0.064
H -3.729 5.031 -2.479 0.058 -0.190 -0.175
H -5.451 5.293 -2.390 -0.127 -0.047 -0.230
O -8.235 6.384 -4.374 0.410 0.318 -0.250
C -7.611 6.507 -5.395 -0.515 0.312 -0.025
O -6.268 6.587 -5.352 0.225 -0.297 0.393
C -5.422 6.546 -6.509 0.059 0.184 -0.223
C -5.279 7.920 -7.132 -0.145 0.142 -0.008
C -8.316 6.660 -6.717 0.017 -0.499 -0.394
H -5.770 5.796 -7.221 -0.089 0.067 0.029
H -4.446 6.208 -6.157 -0.165 -0.024 0.188
H -6.238 8.303 -7.484 0.036 -0.072 -0.072
H -4.589 7.888 -7.976 -0.010 -0.013 0.043
H -4.904 8.633 -6.396 0.068 -0.097 -0.019
H -8.606 7.703 -6.848 0.025 -0.050 0.015
H -9.210 6.037 -6.704 -0.039 0.193 0.169
H -7.726 6.334 -7.572 0.059 0.201 -0.009
O 2.422 -8.326 6.764 -0.394 -0.064 0.147
C 1.446 -7.616 6.751 0.298 0.134 -0.359
O 0.249 -8.118 7.096 0.117 -0.396 0.414
C -0.927 -7.320 7.294 -0.304 0.151 -0.262
C -1.640 -7.057 5.985 0.155 0.026 -0.161
C 1.534 -6.192 6.268 -0.003 0.419 0.463
H -0.689 -6.400 7.833 0.090 -0.005 -0.101
H -1.579 -7.901 7.949 0.254 -0.138 0.011
H -1.016 -6.489 5.294 -0.161 0.150 0.053
H -2.561 -6.498 6.154 0.065 0.030 -0.065
H -1.886 -7.999 5.489 -0.043 -0.006 0.128
H 1.474 -6.179 5.180 -0.056 0.021 0.063
H 2.494 -5.781 6.580 0.058 -0.187 -0.181
H 0.770 -5.537 6.682 -0.124 -0.046 -0.238
O 10.864 1.701 -0.361 0.296 0.360 0.385
C 10.904 2.883 -0.128 -0.356 -0.171 -0.159
O 11.577 3.330 0.947 0.410 -0.266 0.112
C 11.842 4.713 1.209 -0.183 0.214 0.097
C 10.676 5.368 1.922 -0.189 -0.036 -0.038
C 10.134 3.862 -0.975 0.315 0.331 -0.379
H 12.123 5.238 0.294 -0.102 -0.054 -0.022
H 12.718 4.735 1.859 -0.035 -0.243 -0.084
H 9.772 5.355 1.312 0.062 0.080 -0.029
H 10.911 6.406 2.168 0.008 -0.041 -0.001
H 10.444 4.831 2.844 0.108 0.040 -0.014
H 9.100 3.897 -0.630 0.049 0.000 -0.007
H 10.157 3.517 -2.008 -0.136 -0.143 0.124
H 10.552 4.867 -0.977 -0.141 0.034 0.157
O -5.787 1.591 9.054 0.072 0.063 -0.350
C -5.000 1.192 8.230 -0.125 -0.255 0.198
O -5.178 1.491 6.935 -0.209 0.538 0.102
C -4.206 1.226 5.908 0.099 -0.417 -0.248
C -4.327 -0.189 5.386 -0.049 -0.040 0.202
C -3.865 0.284 8.625 0.588 0.256 0.062
H -3.197 1.459 6.257 -0.057 -0.057 0.103
H -4.423 1.926 5.100 -0.161 0.065 0.209
H -4.132 -0.925 6.168 0.125 0.030 -0.043
H -3.624 -0.359 4.572 -0.060 -0.059 0.055
H -5.339 -0.376 5.022 0.071 0.097 -0.093
H -4.230 -0.742 8.677 0.024 0.054 -0.041
H -3.507 0.589 9.609 -0.245 -0.097 0.042
H -3.008 0.333 7.957 -0.116 -0.191 -0.116
```
Forces are in eV/Å.

Its LUMO energy is 1.4 eV. For the HOMO-LUMO gap, the calculation gives 6.50 eV. The charge is -1. For the highest occupied orbital energy, the calculation gives -5.06 eV.